This record from the OMol25 dataset describes 12 unconnected molecules or ions with the total composition C44H68Br4O30 at a distorted geometry. The level of theory is the ωB97M-V functional and the def2-TZVPD basis.

Last column: Löwdin charge in e.
CARTESIAN COORDINATES (ANGSTROEM)
1 Br -0.697 0.380 -2.047  0.81
2 C -0.412 -0.270 -0.215  -0.64
3 C -0.348 0.918 0.726  -0.58
4 Br -0.275 0.161 2.546  0.81
5 H 0.494 -0.875 -0.201  0.04
6 H -1.186 -1.012 -0.035  0.02
7 H -1.270 1.487 0.636  0.03
8 H 0.525 1.537 0.544  0.05
9 Br 0.301 -4.401 3.629  0.68
10 C -0.727 -3.243 4.798  -0.67
11 C -1.903 -2.739 3.985  -0.68
12 Br -2.680 -1.117 4.821  0.62
13 H -0.031 -2.445 5.038  0.03
14 H -1.005 -3.805 5.683  0.06
15 H -2.720 -3.447 3.936  0.05
16 H -1.515 -2.347 3.050  -0.02
17 C -3.854 -6.813 1.976  -0.01
18 C -3.481 -6.027 0.723  -0.33
19 C -4.604 -5.438 -0.154  -0.05
20 O -4.111 -4.112 -0.443  0.07
21 C -3.001 -3.852 0.262  -0.55
22 O -2.402 -2.828 0.237  0.15
23 O -2.652 -4.922 1.015  0.08
24 H -2.952 -7.322 2.306  0.09
25 H -4.626 -7.560 1.789  0.09
26 H -4.292 -6.112 2.687  0.09
27 H -2.923 -6.681 0.043  0.15
28 H -5.563 -5.389 0.360  0.13
29 H -4.651 -5.892 -1.139  0.14
30 C 6.945 -1.210 -0.869  0.00
31 C 5.897 -0.463 -1.728  -0.27
32 C 4.868 -1.269 -2.537  -0.09
33 O 3.636 -0.673 -2.166  0.05
34 C 3.827 0.277 -1.211  -0.56
35 O 2.915 0.896 -0.746  0.15
36 O 5.076 0.243 -0.782  0.07
37 H 7.794 -1.518 -1.478  0.09
38 H 6.481 -2.106 -0.459  0.08
39 H 7.299 -0.498 -0.127  0.08
40 H 6.408 0.243 -2.385  0.15
41 H 4.951 -2.343 -2.363  0.14
42 H 5.079 -1.147 -3.600  0.13
43 C 1.788 1.649 -4.372  -0.03
44 C 1.364 0.981 -5.679  -0.29
45 C 2.402 0.035 -6.280  -0.09
46 O 1.703 -1.170 -6.452  0.08
47 C 0.486 -1.132 -5.901  -0.54
48 O -0.234 -2.058 -5.735  0.17
49 O 0.268 0.113 -5.398  0.04
50 H 0.946 2.001 -3.778  0.04
51 H 2.414 2.501 -4.662  0.09
52 H 2.451 1.065 -3.732  0.07
53 H 1.105 1.765 -6.393  0.15
54 H 3.252 -0.124 -5.609  0.13
55 H 2.861 0.419 -7.191  0.14
56 C -3.313 6.183 -0.632  -0.01
57 C -1.885 6.131 -0.122  -0.29
58 C -1.729 5.139 1.037  -0.09
59 O -0.696 4.279 0.596  0.05
60 C -0.249 4.580 -0.618  -0.57
61 O 0.738 4.136 -1.112  0.15
62 O -1.010 5.584 -1.139  0.07
63 H -3.399 6.955 -1.394  0.09
64 H -3.960 6.478 0.198  0.10
65 H -3.626 5.187 -0.940  0.07
66 H -1.493 7.114 0.142  0.15
67 H -2.654 4.572 1.129  0.11
68 H -1.359 5.585 1.957  0.14
69 C -0.670 1.922 5.955  -0.04
70 C -0.603 3.133 5.050  -0.31
71 C -1.435 3.117 3.785  -0.11
72 O -2.266 4.271 3.963  0.06
73 C -1.965 4.951 5.068  -0.57
74 O -2.327 6.061 5.303  0.15
75 O -1.078 4.247 5.819  0.09
76 H -0.135 2.046 6.895  0.09
77 H -0.064 1.109 5.533  0.06
78 H -1.689 1.548 6.039  0.06
79 H 0.459 3.308 4.855  0.13
80 H -2.114 2.265 3.759  0.11
81 H -0.754 3.054 2.938  0.10
82 C -6.480 -0.948 1.586  -0.02
83 C -5.025 -0.619 1.474  -0.29
84 C -4.561 -0.489 0.007  -0.07
85 O -3.696 0.636 0.044  0.05
86 C -4.018 1.419 1.083  -0.57
87 O -3.720 2.569 1.178  0.15
88 O -4.835 0.740 1.899  0.08
89 H -6.659 -2.019 1.461  0.09
90 H -7.015 -0.471 0.764  0.09
91 H -6.952 -0.640 2.518  0.09
92 H -4.368 -1.242 2.087  0.13
93 H -5.340 -0.272 -0.725  0.13
94 H -4.014 -1.392 -0.268  0.11
95 C 2.921 -1.438 4.055  -0.02
96 C 3.141 -1.210 2.560  -0.30
97 C 4.520 -1.764 2.085  -0.07
98 O 4.152 -2.750 1.129  0.06
99 C 2.813 -2.776 0.938  -0.57
100 O 2.272 -3.501 0.169  0.16
101 O 2.210 -1.976 1.816  0.03
102 H 1.922 -1.107 4.338  0.05
103 H 3.658 -0.928 4.678  0.09
104 H 2.992 -2.491 4.338  0.08
105 H 2.980 -0.165 2.308  0.11
106 H 5.035 -2.177 2.948  0.13
107 H 5.088 -0.961 1.620  0.10
108 C -2.996 3.247 -3.358  -0.02
109 C -3.682 2.316 -4.334  -0.30
110 C -2.834 1.257 -5.035  -0.07
111 O -3.349 0.020 -4.507  0.07
112 C -4.416 0.246 -3.751  -0.59
113 O -5.096 -0.605 -3.241  0.13
114 O -4.649 1.553 -3.602  0.09
115 H -2.469 4.014 -3.940  0.10
116 H -2.166 2.781 -2.825  0.04
117 H -3.698 3.741 -2.693  0.08
118 H -4.151 2.969 -5.076  0.15
119 H -1.803 1.326 -4.694  0.09
120 H -2.970 1.347 -6.109  0.14
121 C 5.600 2.465 2.071  0.00
122 C 4.379 3.110 2.700  -0.28
123 C 2.986 2.581 2.303  -0.10
124 O 2.359 2.170 3.502  0.01
125 C 3.195 2.407 4.553  -0.57
126 O 2.947 2.071 5.662  0.16
127 O 4.350 2.934 4.127  0.09
128 H 6.528 2.644 2.607  0.09
129 H 5.631 2.925 1.080  0.10
130 H 5.457 1.396 1.910  0.06
131 H 4.347 4.185 2.516  0.15
132 H 3.051 1.763 1.584  0.10
133 H 2.458 3.410 1.831  0.14
134 C 0.847 -2.951 -2.573  -0.02
135 C 1.953 -3.769 -3.216  -0.27
136 C 1.575 -4.648 -4.428  -0.07
137 O 2.621 -4.390 -5.362  0.09
138 C 3.380 -3.371 -4.933  -0.60
139 O 4.333 -2.928 -5.514  0.13
140 O 2.940 -2.889 -3.785  0.06
141 H 0.329 -3.563 -1.830  0.09
142 H 0.066 -2.609 -3.251  0.07
143 H 1.245 -2.100 -2.024  0.05
144 H 2.458 -4.373 -2.460  0.15
145 H 0.645 -4.303 -4.885  0.12
146 H 1.428 -5.675 -4.098  0.13

Force components x, y, z for each atom (eV/Å):
Br 0.1029 -0.2112 0.3487
C 0.3234 -0.4105 -0.1573
C -0.4469 -0.8602 -0.4378
Br 0.0543 0.3770 -0.3611
H 0.2900 0.4228 -0.1904
H -0.3740 0.5870 0.1812
H 0.1073 0.1755 0.2933
H 0.0294 -0.0165 0.1321
Br 0.0677 -0.3922 -0.0250
C -0.0862 0.2059 -0.2333
C 0.4063 0.8101 0.6207
Br -0.0332 -0.4671 0.1299
H -0.1742 0.0889 0.1658
H 0.0090 0.0402 0.0109
H 0.0947 -0.0824 -0.3866
H -0.4361 -0.3487 -0.3051
C -0.2093 0.6873 -0.6450
C -0.3696 -1.3333 -1.0727
C 0.6354 0.5706 0.0986
O -0.3004 0.1868 0.2507
C -0.1095 -0.7058 0.2169
O 0.1848 0.2683 0.0921
O 0.1469 0.6111 0.2649
H -0.1120 0.1409 0.5341
H 0.1010 -0.0456 -0.3238
H 0.3576 -0.1246 0.3641
H 0.2470 -0.0578 0.2737
H -0.0860 0.1303 -0.1747
H -0.4242 -0.4515 0.2567
C -0.6535 0.1687 -1.2134
C 0.9293 -0.6653 0.6081
C 1.4504 0.0913 -0.2046
O -0.1942 0.2603 -0.2317
C -1.4476 -1.4708 -0.0091
O 0.4803 0.2774 0.0780
O 0.5591 0.9739 0.0555
H -0.0149 -0.0013 -0.0471
H 0.0834 0.1025 0.4064
H 0.0232 -0.2334 0.2469
H -0.1299 0.2974 0.1973
H -0.6067 0.1071 0.4555
H -0.4317 0.0945 -0.0487
C 0.7896 0.5400 -0.5255
C 0.4967 0.2389 1.1200
C 0.8729 0.7373 0.4621
O 0.2113 -0.9692 -0.9348
C 0.5330 0.9660 1.2294
O -0.3406 -0.2985 -0.4237
O -0.6279 -0.2585 -0.6011
H 0.0324 0.0469 -0.1566
H -0.2209 0.2288 0.1375
H -0.4055 -0.5155 -0.0804
H -0.5167 -0.2128 -0.0539
H -0.2398 -0.2268 0.2019
H -0.4794 -0.3201 -0.3332
C 0.3725 0.5053 0.5235
C -0.0629 -0.3055 -0.0825
C -0.1831 0.3348 -0.4685
O 0.5638 -1.2128 0.4487
C -0.1059 1.4420 0.1140
O -0.1554 -0.4332 -0.3770
O 0.1907 -0.2047 -0.0861
H -0.1753 -0.3151 -0.2842
H 0.0058 0.0162 0.0189
H -0.0057 0.1056 -0.2817
H -0.0906 0.0606 -0.1227
H 0.2057 -0.0787 0.5434
H -0.5266 0.0637 0.0833
C 0.5906 -1.0542 -0.7103
C 1.1508 -0.6233 1.6493
C -0.5308 -0.7524 1.2342
O -0.1430 0.0939 -1.5238
C 1.4094 0.2141 0.3271
O -0.4770 -0.1545 0.2326
O -0.6251 0.6306 -0.5003
H -0.5291 0.5867 0.2223
H -0.3021 0.0478 -0.4311
H 0.0078 0.1261 0.4154
H -0.1660 0.2232 -0.2022
H 0.1178 -0.0771 -0.1455
H -0.5375 0.8095 -0.4718
C -0.7213 -0.4734 -0.2595
C 0.0005 0.8936 -0.8882
C 0.2410 -1.1412 0.4755
O 0.8622 0.2577 -0.3300
C -0.9814 -0.6609 -0.7407
O 0.4462 0.1409 0.4483
O -0.0168 0.7586 1.1339
H 0.1608 -0.0282 0.0773
H -0.0584 0.1436 0.1206
H 0.2876 0.0241 0.1234
H -0.0339 -0.0633 -0.1248
H -0.1991 -0.1591 0.2168
H 0.0688 0.4101 -0.3566
C -0.2632 -0.1116 -0.0199
C 0.6490 -0.3207 1.0648
C -1.2355 0.9021 0.2849
O 0.7142 0.0403 -0.3385
C 0.2818 -0.5008 0.7823
O -0.1440 0.0522 -0.3604
O -0.6215 0.0982 -0.4732
H 0.0698 0.1910 0.0375
H -0.0350 0.3267 -0.2108
H 0.0165 -0.1154 -0.3758
H 0.0754 0.0264 -0.0429
H 0.2684 -0.3464 -0.2861
H 0.2865 -0.2478 -0.1532
C 1.2851 0.2607 -0.6709
C -0.0687 0.8609 0.5549
C -0.0580 0.1685 1.1266
O 0.4085 -0.0158 -0.8939
C -0.8936 -0.6953 0.7236
O 0.4847 0.3580 -0.2705
O -0.2966 0.3290 -0.4094
H -0.2760 0.1760 0.0102
H -0.4023 -0.3259 0.4325
H -0.0536 -0.1425 0.0313
H -0.5737 -0.3944 0.0694
H 0.1443 -0.0539 -0.5063
H 0.2683 -0.5294 -0.0880
C -0.8538 0.1885 -0.5390
C -0.4765 0.0788 0.6358
C 0.5171 0.3291 -1.1202
O 0.2450 0.2776 0.2523
C 0.0357 -0.8187 -0.7543
O -0.1092 0.2674 0.4905
O 0.3252 0.1093 0.4245
H -0.0808 0.1832 0.0890
H 0.4366 -0.1870 -0.0798
H 0.0100 -0.0606 0.1782
H 0.5004 0.0208 0.1051
H -0.1648 -0.0603 0.0970
H -0.4558 -0.2602 0.0749
C -0.4691 -0.4311 0.2809
C -0.4649 0.1023 -0.0080
C -0.9862 1.1270 0.6710
O 0.3601 -0.8085 -0.0529
C 0.4427 0.1039 -0.7376
O -0.2317 -0.1576 -0.0113
O -0.2001 0.2307 0.5651
H 0.1298 -0.0731 0.0447
H 0.3212 0.0890 -0.3384
H 0.1950 -0.0270 -0.1300
H 0.0809 0.1120 0.0774
H 0.0271 0.0154 0.0219
H 0.6320 -0.2462 -0.5323

For the energy, the calculation gives -14270.853878 hartree. The HOMO energy comes out at -9.68 eV. The value obtained for the energy relative to the best compared isomer or geometry (same formula, charge and spin) is 0.041 eV. Its total charge is 0. The SMILES is C[C@H]1COC(=O)O1.C[C@H]1COC(=O)O1.C[C@H]1COC(=O)O1.C[C@H]1COC(=O)O1.C[C@H]1COC(=O)O1.C[C@H]1COC(=O)O1.C[C@H]1COC(=O)O1.C[C@H]1COC(=O)O1.C[C@H]1COC(=O)O1.C[C@H]1COC(=O)O1.BrCCBr.BrCCBr.